Computed, not measured: a 6-piece molecular cluster, C21H56BF3N4O22P5S overall in a non-equilibrium geometry, with ωB97M-V with the def2-TZVPD basis set.

Last column: Löwdin charge in e.
Element x y z (Å)
N 4.8009 -1.9907 -1.7798  0.068
C 3.6107 -1.2240 -2.2291  -0.662
N 3.6109 -1.1343 -3.6839  0.057
N 3.7856 0.1331 -1.7076  0.076
C 2.3535 -1.8979 -1.6259  -0.033
B 0.9327 -1.3855 -2.2234  -0.673
O -0.0562 -2.5368 -2.2896  -0.032
C -1.3140 -2.0710 -2.0741  -0.303
N -2.0319 -2.7296 -0.9062  0.124
C -1.5506 -3.8078 -0.6363  -0.756
S -0.7290 -4.9644 0.0523  0.703
C -1.0690 -0.5253 -1.8756  -0.234
C -2.0612 0.2367 -1.0024  -0.584
F -1.7994 1.5444 -1.0482  0.151
F -3.3078 0.0029 -1.4656  0.121
F -1.9500 -0.1521 0.2701  0.150
O 0.1943 -0.4626 -1.3283  0.030
H 5.5003 -1.8136 -2.4950  0.027
H 4.5303 -2.9647 -1.8666  0.014
H 3.0393 -1.8464 -4.1171  0.004
H 3.3955 -0.2102 -4.0189  0.058
H 3.6341 0.1138 -0.7085  0.066
H 3.0576 0.7264 -2.0924  0.066
H 2.3393 -1.6250 -0.5620  0.103
H 2.4358 -2.9914 -1.6391  0.079
H 0.9369 -0.9686 -3.3841  0.118
H -1.9070 -2.2675 -2.9744  0.149
H -1.1133 -0.0281 -2.8584  0.155
C 0.9402 -5.6833 -3.3496  -0.086
O 2.2275 -5.4469 -2.7718  -0.194
P 3.3547 -4.7352 -3.6107  0.392
O 3.0128 -3.4258 -4.1676  -0.200
O 3.8319 -5.8071 -4.7048  -0.209
C 3.1504 -5.8646 -5.9557  -0.108
O 4.5330 -4.7603 -2.5709  -0.204
C 5.7885 -4.2072 -2.9880  -0.097
H 0.2123 -5.4764 -2.5750  0.035
H 0.7445 -5.0290 -4.2006  0.092
H 0.8666 -6.7269 -3.6629  0.086
H 2.7057 -4.9025 -6.2131  0.084
H 2.3733 -6.6296 -5.9173  0.081
H 3.8730 -6.1343 -6.7244  0.083
H 5.7184 -3.1212 -3.0304  0.038
H 6.0830 -4.5977 -3.9636  0.093
H 6.5414 -4.4857 -2.2567  0.100
C -8.3604 0.1773 2.5038  -0.093
O -9.2084 0.0008 1.3617  -0.205
P -8.6452 -0.8020 0.1212  0.334
O -8.1669 -2.1548 0.4047  -0.222
O -7.5720 0.1578 -0.5616  -0.208
C -6.2101 0.1254 -0.1090  -0.088
O -9.8657 -0.6966 -0.8721  -0.205
C -9.6976 -1.2887 -2.1633  -0.094
H -8.9669 0.0781 3.4007  0.089
H -7.5627 -0.5641 2.5356  0.081
H -7.9270 1.1767 2.4774  0.089
H -5.9496 -0.8449 0.3152  0.097
H -6.0616 0.9058 0.6370  0.071
H -5.5616 0.3212 -0.9562  0.076
H -9.7211 -2.3751 -2.0824  0.089
H -8.7568 -0.9737 -2.6157  0.087
H -10.5193 -0.9558 -2.7921  0.085
C -6.7783 0.8580 7.0177  -0.097
O -6.5097 0.6858 5.6269  -0.209
P -5.0043 0.7221 5.1304  0.343
O -4.1021 -0.2262 5.7793  -0.214
O -4.5546 2.2532 5.2497  -0.230
C -4.0126 2.7172 6.4899  -0.094
O -5.2067 0.5470 3.5851  -0.209
C -4.0352 0.5738 2.7470  -0.057
H -7.5848 0.1844 7.2976  0.089
H -5.9036 0.6327 7.6293  0.086
H -7.0962 1.8861 7.1967  0.087
H -3.5422 1.9115 7.0535  0.090
H -4.8055 3.1684 7.0887  0.088
H -3.2612 3.4740 6.2763  0.075
H -3.4674 -0.3455 2.8743  0.102
H -3.4046 1.4315 2.9812  0.088
H -4.3602 0.6509 1.7176  0.057
C 0.8410 7.8765 4.9066  -0.097
O -0.1315 6.8499 5.0991  -0.202
P -1.1591 6.5461 3.9339  0.336
O -0.5709 6.2254 2.6359  -0.215
O -2.1661 7.7883 3.9143  -0.216
C -1.8402 8.9353 3.1269  -0.102
O -2.0283 5.4208 4.6043  -0.199
C -3.1318 4.9057 3.8447  -0.069
H 1.7796 7.5464 5.3449  0.090
H 1.0024 8.0878 3.8486  0.086
H 0.5106 8.7830 5.4158  0.087
H -1.2018 8.6723 2.2830  0.086
H -1.3404 9.6789 3.7491  0.081
H -2.7669 9.3597 2.7467  0.087
H -2.7667 4.2791 3.0317  0.098
H -3.7382 5.7165 3.4391  0.092
H -3.7484 4.3102 4.5035  0.052
C 10.0644 -1.3894 -0.0096  -0.100
O 9.1979 -0.4275 -0.6066  -0.195
P 8.8173 -0.5846 -2.1332  0.345
O 8.2258 -1.8667 -2.5142  -0.216
O 10.1470 -0.2108 -2.9447  -0.216
C 11.1014 -1.2344 -3.2239  -0.108
O 7.9213 0.6842 -2.3422  -0.194
C 7.4043 0.9153 -3.6582  -0.080
H 9.7101 -1.5904 0.9984  0.090
H 10.0784 -2.3254 -0.5704  0.084
H 11.0739 -0.9785 0.0437  0.085
H 10.6313 -2.2173 -3.2710  0.082
H 11.8773 -1.2341 -2.4569  0.080
H 11.5589 -1.0180 -4.1874  0.085
H 6.6135 0.1987 -3.8778  0.081
H 8.1956 0.8375 -4.4057  0.082
H 6.9945 1.9208 -3.6814  0.089

Summary:
Energy relative to the best compared isomer or geometry (same formula, charge and spin) (kJ/mol): 58.4
E_HOMO (eV): -4.81
Charge: -1
HOMO-LUMO gap (eV): 6.72

---

Computed, not measured: one molecule with the formula C23H27N5O3 in a non-equilibrium geometry, with ωB97M-V with the def2-TZVPD basis set.

Last column: Löwdin charge in e.
Element x y z (Å)
H -0.5199 1.0686 -2.1239  0.055
N -0.5072 0.0895 -1.8676  0.156
C -0.4744 -0.1879 -0.6265  -0.285
C -0.3594 -1.5652 -0.1724  -0.032
C -0.3266 -2.7513 -1.0978  -0.449
O -0.2414 -3.8833 -0.6479  0.040
N -0.3961 -2.4681 -2.4044  0.094
C -0.3788 -3.4731 -3.4374  -0.289
C -1.6735 -3.4173 -4.2806  -0.127
C -1.2390 -3.0940 -5.7142  -0.198
C 0.1085 -2.3978 -5.5461  -0.200
C 0.7638 -3.2081 -4.4326  -0.141
C -0.2562 -1.8438 1.1517  0.078
C -0.2829 -0.8212 2.1297  -0.049
C -0.1682 -1.1287 3.5212  -0.346
O -0.0136 -2.2192 4.0262  0.088
N -0.2542 0.0277 4.3813  0.109
C -0.1635 -0.1807 5.7225  -0.020
C -0.2394 0.8473 6.6015  -0.041
C -0.4166 2.1591 6.1130  -0.011
C -0.5105 2.3913 4.7721  -0.186
C -0.7022 3.7533 4.1927  -0.037
C -0.4280 1.2898 3.8638  -0.195
N -0.5141 1.5279 2.5776  0.156
C -0.4450 0.5029 1.7099  -0.198
N -0.5418 0.7970 0.3864  0.062
C -0.8076 2.1784 0.0244  -0.072
C 0.4265 3.0088 -0.3971  -0.294
C 1.6433 2.8103 0.5148  -0.115
C 2.4549 1.7569 -0.2373  -0.138
C 2.1483 2.1088 -1.6922  -0.185
O 0.8475 2.6775 -1.7106  -0.126
H -0.4593 -1.4790 -2.6520  0.081
H -0.2603 -4.4322 -2.9267  0.140
H -2.3146 -2.6271 -3.8887  0.112
H -2.2266 -4.3533 -4.2272  0.106
H -1.1042 -4.0157 -6.2826  0.107
H -1.9686 -2.4764 -6.2361  0.103
H 0.6952 -2.3918 -6.4638  0.104
H -0.0397 -1.3671 -5.2208  0.108
H 1.5917 -2.6868 -3.9547  0.112
H 1.1330 -4.1541 -4.8300  0.113
H -0.1540 -2.8710 1.4701  0.135
H -0.0299 -1.2157 6.0023  0.132
H -0.1657 0.6625 7.6598  0.108
H -0.4781 2.9811 6.8099  0.118
H -1.6356 3.7890 3.6343  0.087
H -0.7217 4.5063 4.9751  0.080
H 0.1000 3.9767 3.4924  0.079
H -1.2477 2.6526 0.9026  0.117
H -1.5324 2.1978 -0.7950  0.134
H 0.0967 4.0568 -0.4114  0.149
H 2.2087 3.7407 0.5818  0.119
H 1.3503 2.5006 1.5142  0.093
H 2.0993 0.7525 -0.0050  0.105
H 3.5193 1.8084 -0.0205  0.114
H 2.8610 2.8511 -2.0752  0.121
H 2.1505 1.2389 -2.3531  0.117

Summary:
Energy relative to the best compared isomer or geometry (same formula, charge and spin) (kJ/mol): 61.0
E_HOMO (eV): -7.98
SMILES: [H]/N=c1/c(C(=O)NC2CCCC2)cc2c(=O)n3cccc(C)c3nc2n1C[C@H]1CCCO1
Charge: 0
HOMO-LUMO gap (eV): 7.51

---

Computed, not measured: C4H8ClFeI2O12S2 as an isolated structure in a non-equilibrium geometry, with ωB97M-V with the def2-TZVPD basis set.

Last column: Löwdin charge in e.
Element x y z (Å)
Fe 1.1768 0.7680 0.8075  0.051
I 2.5670 2.3149 -0.8492  0.053
I 1.9417 -1.3939 2.1012  0.012
Cl -0.6023 2.8229 3.1796  0.646
O -0.1779 4.0859 3.7286  -0.335
O -0.7650 1.8679 4.2304  -0.337
O -1.8218 2.9603 2.4653  -0.349
O 0.4337 2.3727 2.2727  -0.460
C -3.8982 0.9649 1.6630  -0.185
C -3.9058 1.8133 0.3963  -0.142
O -3.2759 0.9371 -0.5630  -0.187
S -2.0885 0.0985 0.1530  0.650
O -0.8549 0.8249 0.1037  -0.320
O -2.1198 -1.2444 -0.3133  -0.196
O -2.6989 0.2421 1.6205  -0.171
H -4.7674 0.3026 1.7382  0.131
H -3.9439 1.5506 2.5828  0.131
H -3.3252 2.7400 0.4131  0.125
H -4.8581 2.1011 -0.0462  0.130
C 3.0894 -3.4558 -2.6723  -0.179
C 3.9885 -2.6319 -1.7690  -0.170
O 3.6026 -1.2805 -2.0016  -0.216
S 2.0359 -1.1638 -2.4857  0.591
O 1.9461 -0.5313 -3.7604  -0.230
O 1.1728 -0.7495 -1.4212  -0.352
O 1.8746 -2.7409 -2.7673  -0.197
H 2.9157 -4.5001 -2.4125  0.132
H 3.4618 -3.5127 -3.7053  0.129
H 5.0382 -2.8092 -2.0006  0.130
H 3.8587 -2.7541 -0.6885  0.114

Summary:
Energy relative to the best compared isomer or geometry (same formula, charge and spin) (kJ/mol): 0.0
E_HOMO (spin up / spin down) (eV): -5.56 / -5.55
Charge: -1
Spin multiplicity: 5
HOMO-LUMO gap (spin up / spin down) (eV): 7.88 / 7.87
Expectation value of S²: 6.008

---

Computed, not measured: one molecule with the formula C13H10N4O2 in a non-equilibrium geometry, with ωB97M-V with the def2-TZVPD basis set.

Last column: Löwdin charge in e.
Element x y z (Å)
C -1.5683 -2.0151 -1.4586  -0.012
C -0.3120 -1.2451 -1.3132  -0.172
N 0.9044 -1.7777 -1.7951  0.201
C 2.0588 -0.9859 -1.6980  -0.270
N 3.2790 -1.2885 -1.9842  0.140
C 4.0158 -0.1769 -1.7542  -0.380
O 5.3994 -0.2075 -2.0394  0.053
N 3.3104 0.9280 -1.3211  0.154
C 2.0121 0.3748 -1.3083  -0.250
C 0.8451 0.9228 -0.8493  0.081
C -0.2796 0.0302 -0.7270  -0.105
C -1.5086 0.6417 -0.1522  -0.329
O -2.4742 0.9228 -0.8784  0.095
C -1.5869 1.0743 1.2101  -0.140
C -2.8604 1.4366 1.8434  0.061
C -2.8968 1.4245 3.2824  -0.169
N -1.8722 1.4145 4.0955  0.057
C -0.5788 1.1895 3.5415  -0.045
C -0.5691 0.9763 2.1460  -0.043
H -1.4136 -2.8973 -2.0381  0.072
H -2.4438 -1.5350 -1.9558  0.112
H -1.8955 -2.3526 -0.5222  0.077
H 0.9257 -2.6720 -2.2241  0.146
H 5.5795 -1.0917 -2.3918  0.098
H 0.7757 1.9971 -0.5079  0.159
H -3.7471 1.5784 1.2004  0.118
H -3.8456 1.7377 3.6548  0.092
H 0.3708 1.0376 4.0420  0.104
H 0.3757 0.5584 1.9029  0.095

Summary:
Energy relative to the best compared isomer or geometry (same formula, charge and spin) (kJ/mol): 148.1
E_HOMO (eV): -8.59
SMILES: Cc1[nH]c2nc(O)nc-2cc1C(=O)c1ccncc1
Charge: 0
HOMO-LUMO gap (eV): 7.63

---

Computed, not measured: C46H41AlF3NOP2SSb as an isolated structure in a non-equilibrium geometry, with ωB97M-V with the def2-TZVPD basis set.

Last column: Löwdin charge in e.
Element x y z (Å)
Al -0.0518 0.0605 -0.0162  -0.265
C 3.3686 -6.4221 -2.4996  -0.410
S 3.7909 -4.8333 -3.2376  0.820
C 4.2415 -3.9601 -1.7183  -0.486
C 3.0695 -3.3508 -0.9536  -0.242
C 2.5128 -2.1485 -1.6976  -0.288
N 1.5082 -1.3192 -0.9835  -0.349
P 2.2624 -0.2815 0.3455  1.120
C 3.9775 -0.3386 -0.1735  -0.373
C 4.3597 0.5550 -1.1729  -0.094
C 5.6640 0.5751 -1.6227  -0.054
C 6.5998 -0.2837 -1.0623  -0.048
C 6.2263 -1.1572 -0.0500  -0.052
C 4.9195 -1.1834 0.3992  -0.090
C 2.2083 -1.3692 1.8167  -0.405
C 2.8141 -0.8821 2.9738  -0.107
C 2.7716 -1.6017 4.1534  -0.061
C 2.1121 -2.8212 4.1973  -0.059
C 1.4937 -3.3089 3.0556  -0.063
C 1.5376 -2.5851 1.8766  -0.135
P -0.1401 -1.3784 -1.8177  1.120
C -0.4542 -3.1550 -1.7194  -0.338
C -1.2092 -3.6281 -0.6515  -0.109
C -1.4967 -4.9729 -0.5252  -0.062
C -1.0485 -5.8652 -1.4881  -0.050
C -0.3087 -5.4026 -2.5665  -0.057
C -0.0071 -4.0589 -2.6806  -0.093
C 0.2700 -1.0447 -3.5242  -0.357
C -0.5494 -1.5649 -4.5217  -0.089
C -0.2933 -1.2722 -5.8469  -0.055
C 0.7708 -0.4465 -6.1798  -0.050
C 1.5663 0.0995 -5.1830  -0.050
C 1.3088 -0.1859 -3.8579  -0.072
H 2.9989 -7.0700 -3.2899  0.033
H 2.5944 -6.3162 -1.7426  0.024
H 4.2518 -6.8810 -2.0597  0.038
H 4.9406 -3.1721 -2.0036  0.070
H 4.7935 -4.6550 -1.0858  0.084
H 3.4381 -3.0485 0.0263  0.074
H 2.2865 -4.0915 -0.7712  0.106
H 2.0852 -2.4991 -2.6354  0.076
H 3.3434 -1.5112 -2.0088  0.099
H 3.6344 1.2335 -1.6062  0.115
H 5.9523 1.2639 -2.4025  0.115
H 7.6229 -0.2660 -1.4084  0.115
H 6.9550 -1.8187 0.3939  0.116
H 4.6469 -1.8689 1.1888  0.109
H 3.3253 0.0746 2.9640  0.118
H 3.2485 -1.2071 5.0384  0.113
H 2.0755 -3.3850 5.1181  0.112
H 0.9701 -4.2542 3.0805  0.112
H 1.0377 -2.9770 1.0016  0.079
H -1.5754 -2.9382 0.0940  0.046
H -2.0809 -5.3237 0.3139  0.108
H -1.2819 -6.9168 -1.4022  0.114
H 0.0366 -6.0893 -3.3238  0.115
H 0.5750 -3.7270 -3.5273  0.100
H -1.3908 -2.1984 -4.2733  0.115
H -0.9271 -1.6847 -6.6171  0.114
H 0.9729 -0.2193 -7.2162  0.113
H 2.3843 0.7561 -5.4388  0.113
H 1.9164 0.2642 -3.0846  0.097
O -0.4465 1.5836 -0.3789  -0.434
F -3.8279 -4.0707 6.7476  0.093
C -3.3514 -3.3346 5.7469  -0.282
C -2.8352 -2.0876 6.0206  0.011
C -2.3374 -1.3236 4.9807  -0.105
C -2.3724 -1.8108 3.6842  -0.355
C -2.8847 -3.0792 3.4344  -0.124
C -3.3835 -3.8472 4.4683  0.002
Sb -1.6290 -0.6416 2.0741  1.584
C -3.3976 -0.2475 0.9342  -0.356
C -4.1428 -1.3025 0.4133  -0.127
C -5.2790 -1.0637 -0.3377  -0.003
C -5.6541 0.2406 -0.5673  -0.283
F -6.7462 0.4779 -1.2944  0.086
C -4.9307 1.3042 -0.0767  0.017
C -3.7973 1.0573 0.6743  -0.101
C -1.4310 1.2467 3.0393  -0.375
C -0.2050 1.8947 3.0794  -0.114
C -0.0719 3.1160 3.7100  0.013
C -1.1795 3.6802 4.2993  -0.279
F -1.0566 4.8575 4.9094  0.090
C -2.4111 3.0638 4.2787  0.009
C -2.5320 1.8411 3.6469  -0.129
H -2.8207 -1.7176 7.0367  0.129
H -1.9250 -0.3457 5.1969  0.100
H -2.9060 -3.4826 2.4280  0.083
H -3.7917 -4.8323 4.2873  0.127
H -3.8552 -2.3330 0.5911  0.081
H -5.8659 -1.8786 -0.7399  0.124
H -5.2451 2.3172 -0.2876  0.130
H -3.2124 1.8948 1.0308  0.105
H 0.6650 1.4544 2.6123  0.074
H 0.8798 3.6287 3.7413  0.127
H -3.2627 3.5346 4.7513  0.128
H -3.4990 1.3509 3.6295  0.115

Summary:
E_HOMO (eV): -10.49
Charge: +1
HOMO-LUMO gap (eV): 7.00

---

Computed, not measured: C14H17Br6F9O6 as an isolated structure in a non-equilibrium geometry, with ωB97M-V with the def2-TZVPD basis set.

Last column: Löwdin charge in e.
Element x y z (Å)
C 4.0691 -2.3196 -4.3480  -1.641
Br 3.4589 -3.5185 -5.7255  0.574
Br 5.9357 -1.9181 -4.6721  0.560
Br 3.8267 -3.0569 -2.5763  0.543
H 3.4680 -1.4242 -4.3633  -0.085
C -0.4647 0.8079 -2.9464  -1.626
Br -1.0582 1.6160 -4.5797  0.611
Br -0.5947 2.0239 -1.4615  0.624
Br 1.3072 0.0314 -3.0184  0.615
H -1.1206 -0.0276 -2.7615  -0.056
C -2.9145 -3.0140 -2.1790  -0.063
C -3.2162 -3.7686 -0.9104  -0.187
O -3.9535 -4.9426 -1.2618  0.049
C -4.2726 -5.7375 -0.3050  -0.442
O -4.0549 -5.5693 0.8547  0.179
C -5.0196 -6.9511 -0.8995  -0.543
F -4.1896 -7.8220 -1.4744  0.175
F -5.6759 -7.5806 0.0847  0.162
F -5.9102 -6.5423 -1.8051  0.170
H -3.8226 -2.8526 -2.7668  0.087
H -2.2363 -3.4923 -2.8903  0.084
H -2.4380 -2.0600 -1.9473  0.066
H -3.7749 -3.1478 -0.2159  0.135
H -2.2686 -4.1262 -0.4990  0.137
C -2.7697 2.8199 1.5428  -0.066
C -2.0206 2.0760 2.6281  -0.179
O -2.2438 2.6687 3.9222  0.046
C -3.4167 2.4895 4.4483  -0.426
O -4.2931 1.7972 4.0277  0.169
C -3.5653 3.2591 5.7854  -0.556
F -3.7814 2.4084 6.7905  0.171
F -2.5100 4.0027 6.0767  0.179
F -4.6426 4.0437 5.7072  0.167
H -2.6775 3.9005 1.6767  0.092
H -3.8336 2.5844 1.5765  0.081
H -2.4137 2.5785 0.5419  -0.001
H -0.9436 2.0975 2.4965  0.125
H -2.3676 1.0412 2.6749  0.128
C 3.9707 1.4944 -1.1265  -0.081
C 5.4151 1.7230 -0.6708  -0.179
O 5.3874 2.7611 0.3068  0.036
C 6.5038 3.2988 0.7057  -0.422
O 7.5988 3.0833 0.2901  0.179
C 6.2775 4.2858 1.8760  -0.551
F 7.0791 5.3376 1.7433  0.175
F 5.0211 4.7415 1.9442  0.161
F 6.5466 3.6611 3.0235  0.173
H 3.5142 0.7581 -0.4618  0.075
H 3.8950 1.2189 -2.1708  0.035
H 3.3761 2.3953 -0.9625  0.083
H 5.9949 2.0261 -1.5411  0.129
H 5.8188 0.8403 -0.1838  0.134

Summary:
Energy relative to the best compared isomer or geometry (same formula, charge and spin) (kJ/mol): 48.9
E_HOMO (eV): -10.64
Charge: 0
HOMO-LUMO gap (eV): 9.93

---

Number 1: energy -139813.1914 eV. Number 2: energy -37884.1031 eV. Number 3: energy -113624.8773 eV. Number 4: energy -23696.8379 eV. Number 5: energy -102598.1119 eV. Number 6: energy -471790.8712 eV.